Record 1
The following is a DFT calculation (ωB97M-V with the def2-TZVPD basis set) of 2 unconnected molecules or ions with the total composition C2H9N3 in a non-equilibrium geometry.

The calculation puts the LUMO energy at 0.940 eV. The molecular weight is 75.11 g/mol. The calculation puts the energy relative to the best compared isomer or geometry (same formula, charge and spin) at 114.58 kJ/mol. Its SMILES is C/N=C\N.N. The calculation puts the total energy at -245.82803 Ha. For the largest force on an atom, the calculation gives 2.29 eV/Å. As for the gap between HOMO and LUMO: 0.370 Ha. Its HOMO energy is -9.14 eV.

Last column: Löwdin charge in e.
Atoms and positions in Å:
C: -1.1813 0.5300 0.5964  -0.155
N: -1.2916 -1.8985 -1.0119  0.024
C: -1.2193 -0.5436 -1.5046  -0.273
N: -1.4098 0.5031 -0.8231  -0.025
H: -2.0396 0.9706 1.1089  0.074
H: -0.3308 1.1784 0.8082  0.068
H: -0.9806 -0.4064 1.1300  0.059
H: -0.8877 -2.0131 -0.0925  0.046
H: -2.2707 -2.1533 -0.9747  0.074
H: -1.3121 -0.4970 -2.5852  0.097
N: 2.9945 1.0040 0.9898  0.002
H: 3.5524 1.6867 1.4890  0.002
H: 2.7759 1.4195 0.0911  0.004
H: 3.6006 0.2194 0.7787  0.002



Record 2
The following is a DFT calculation (ωB97M-V with the def2-TZVPD basis set) of 2 unconnected molecules or ions with the total composition C4H12 in a non-equilibrium geometry.

The calculation puts the LUMO energy at 1.138 eV. The molecular weight is 60.14 g/mol. The calculation puts the energy relative to the best compared isomer or geometry (same formula, charge and spin) at 121.86 kJ/mol. Its SMILES is CC.CC. The calculation puts the total energy at -159.53856 Ha. For the largest force on an atom, the calculation gives 3.38 eV/Å. As for the gap between HOMO and LUMO: 0.441 Ha. Its HOMO energy is -10.86 eV.

Last column: Löwdin charge in e.
Atoms and positions in Å:
C: -1.0954 -0.1222 -1.1168  -0.190
C: -0.6884 0.7853 -2.2796  -0.182
H: -0.5180 0.2915 -0.2556  0.018
H: -2.2224 -0.2494 -0.9656  0.090
H: -0.7903 -1.1735 -1.1918  0.057
H: 0.2154 0.3535 -2.7851  0.066
H: -0.0676 1.6528 -1.9338  0.068
H: -1.4391 1.0390 -3.0504  0.064
C: 0.3870 0.1585 2.0831  -0.182
C: 1.3919 -0.7609 1.3781  -0.167
H: -0.6303 0.2302 1.5124  0.073
H: 0.1550 -0.1996 3.0573  0.045
H: 0.7197 1.1978 1.9807  0.063
H: 1.0485 -1.7328 1.7255  0.059
H: 1.1025 -1.0046 0.3311  0.049
H: 2.4313 -0.4653 1.5104  0.067



Record 3
The following is a DFT calculation (ωB97M-V with the def2-TZVPD basis set) of a molecular structure, C21H25FIrN6O2 in a non-equilibrium geometry.

The calculation puts the LUMO energy (spin up / spin down) at -0.144 / -1.472 eV. The molecular weight is 604.69 g/mol. The calculation puts the energy relative to the best compared isomer or geometry (same formula, charge and spin) at 0.00 kJ/mol. The calculation puts the total energy at -1498.41941 Ha. As for the multiplicity: 2. For the largest force on an atom, the calculation gives 1.18 eV/Å. As for the gap between HOMO and LUMO (spin up / spin down): 0.280 / 0.231 Ha. Its HOMO energy (spin up / spin down) is -7.75 / -7.76 eV.

Last column: Löwdin charge in e.
Atoms and positions in Å:
Ir: 0.1133 0.7062 0.1751  1.567
O: 0.8502 1.9409 1.6437  -0.227
C: 2.0807 2.3806 1.5263  -0.340
C: 2.8083 2.6490 2.6985  -0.008
C: 4.0546 3.2303 2.6458  -0.074
C: 4.6500 3.5758 1.4297  -0.097
C: 3.9621 3.3228 0.2691  -0.044
C: 2.6890 2.7257 0.2821  -0.149
C: 2.0629 2.5099 -0.9837  -0.031
N: 0.9548 1.8681 -1.1538  -0.164
N: 0.5302 1.6485 -2.4659  0.107
C: -0.3641 0.7237 -2.5181  -0.410
O: -0.8417 0.0843 -1.4577  -0.204
C: -0.9283 0.3314 -3.8289  -0.150
C: -1.7180 -0.8088 -3.9313  -0.024
C: -2.2307 -1.1906 -5.1613  -0.078
C: -1.9621 -0.4347 -6.2924  -0.086
C: -1.1778 0.7075 -6.1921  -0.078
C: -0.6607 1.0902 -4.9667  -0.027
H: 2.3501 2.3883 3.6428  0.115
H: 4.5843 3.4260 3.5704  0.105
H: 5.6307 4.0290 1.4055  0.098
H: 4.3995 3.5790 -0.6891  0.112
H: 2.5499 2.8535 -1.8909  0.138
H: -1.9275 -1.3884 -3.0433  0.108
H: -2.8418 -2.0803 -5.2370  0.103
H: -2.3638 -0.7325 -7.2519  0.102
H: -0.9692 1.3010 -7.0725  0.103
H: -0.0469 1.9751 -4.8747  0.108
C: -0.0950 -2.2028 0.6147  -0.169
N: -0.6264 -0.9801 1.3273  -0.206
C: -0.0263 -0.9776 2.7077  -0.160
N: -0.3459 -2.1901 3.4292  -0.082
C: 0.1816 -3.3335 2.6772  -0.153
N: -0.4065 -3.4150 1.3384  -0.084
C: -1.8548 -3.5329 1.4713  -0.165
N: -2.4187 -2.3950 2.1966  -0.083
C: -2.1051 -1.1745 1.4849  -0.172
C: -1.7971 -2.3313 3.5223  -0.162
H: 0.9803 -2.0660 0.5362  0.108
H: -0.5452 -2.2201 -0.3794  0.121
H: -0.4172 -0.1007 3.2267  0.130
H: 1.0503 -0.8736 2.5786  0.119
H: -0.0494 -4.2517 3.2192  0.127
H: 1.2640 -3.2351 2.5886  0.134
H: -2.0937 -4.4526 2.0074  0.127
H: -2.3038 -3.5774 0.4773  0.129
H: -2.5050 -0.3311 2.0408  0.109
H: -2.5391 -1.1927 0.4837  0.133
H: -2.0336 -3.2453 4.0691  0.127
H: -2.2084 -1.4800 4.0682  0.130
C: -1.5989 1.6958 0.7830  -0.210
H: -1.7293 1.5001 1.8443  0.004
H: -2.4858 1.3989 0.2228  0.022
H: -1.4352 2.7646 0.6562  0.018
F: 1.9063 -0.2118 0.5305  -0.467



Record 4
The following is a DFT calculation (ωB97M-V with the def2-TZVPD basis set) of a molecular structure, C7H16O in a non-equilibrium geometry.

The calculation puts the LUMO energy at 0.899 eV. The molecular weight is 116.20 g/mol. The calculation puts the energy relative to the best compared isomer or geometry (same formula, charge and spin) at 286.72 kJ/mol. The calculation puts the total energy at -351.44475 Ha. For the largest force on an atom, the calculation gives 3.61 eV/Å. As for the gap between HOMO and LUMO: 0.338 Ha. Its HOMO energy is -8.30 eV.

Last column: Löwdin charge in e.
Atoms and positions in Å:
C: -2.4359 -0.7574 -0.5796  -0.088
C: -2.2451 0.2636 -1.4515  -0.134
O: -0.7996 -0.5971 1.0761  -0.170
H: -1.3499 -0.0054 1.6013  0.042
H: -2.0784 -1.7521 -0.7941  0.058
H: -3.1318 -0.6711 0.2392  0.060
H: -1.8149 0.0818 -2.4273  0.057
H: -2.7769 1.1947 -1.3290  0.054
H: -0.5978 0.9683 -0.9160  0.063
C: 1.5816 -0.7607 0.2704  -0.214
C: 1.0282 0.9460 2.0345  -0.055
C: 1.3077 -1.3420 -1.1123  -0.084
C: 0.6686 0.3766 0.6814  -0.421
C: 0.3465 1.3728 -0.3404  -0.056
H: 1.4664 -1.5429 1.0233  0.116
H: 2.6157 -0.3949 0.3226  0.124
H: 1.0403 0.1511 2.7787  0.087
H: 2.0115 1.4206 1.9905  0.094
H: 0.3084 1.7041 2.3426  0.083
H: 1.9202 -2.2301 -1.2677  0.074
H: 0.2620 -1.6354 -1.1894  0.062
H: 1.5371 -0.6304 -1.9071  0.071
H: 1.1105 1.5051 -1.1021  0.090
H: 0.0257 2.3346 0.0557  0.087